[1]
2 unconnected molecules or ions with the total composition C4H12N2O2 at a distorted geometry, computed with ωB97M-V with the def2-TZVPD basis set.

Charge ... 0
Structure (SMILES) ... CC(C)NC(N)=O.O
Energy above the lowest of the compared OMol25 structures with the same formula, charge and spin ... 229.82 kJ/mol

The geometry in XYZ format:
```
20
Properties=species:S:1:pos:R:3:forces:R:3
H 1.059605 0.850843 0.710212 -1.2 0.8 1.3
H 0.953205 -1.510685 -0.161623 -2.4 0.7 -0.1
H 1.566445 1.682990 -3.465451 0.6 -0.7 0.2
H 0.461877 -2.375978 2.682034 0.3 -0.4 -0.2
H -0.108760 -1.951834 1.019144 -1.6 0.5 0.1
H -1.115199 1.814430 -1.136507 0.2 -1.0 0.1
N -0.849703 0.817184 -1.235503 3.1 -1.3 -0.1
N 0.757120 1.659469 -2.886556 -3.1 0.9 0.4
C -0.197222 -1.403089 0.079530 2.1 -0.3 -2.3
C 0.519986 0.734165 -1.855292 0.3 0.1 -1.2
H -0.763523 -1.986876 -0.749772 0.9 0.8 1.7
C -0.757190 0.087222 0.101846 -2.1 -0.6 1.9
H -0.048117 2.159707 -3.325883 1.0 -0.8 0.9
O -0.222301 -2.484304 3.342932 0.3 -2.5 -1.0
H -0.321809 2.061919 0.998769 0.0 -0.1 -0.1
H -0.282662 -1.632539 3.662708 -0.5 2.9 1.4
C -0.018107 1.017067 1.077577 1.3 -1.7 -0.3
O 1.407708 -0.076861 -1.593381 -1.6 1.5 -0.2
H -1.807918 -0.122512 0.618617 1.5 0.9 -1.8
H -0.233434 0.659681 2.116598 0.7 0.4 -0.7
```
Positions in Å, forces in eV/Å.

For each atom in turn, the natural (NBO) charge in e is: H 0.228; H 0.245; H 0.408; H 0.460; H 0.208; H 0.382; N -0.663; N -0.857; C -0.646; C 0.790; H 0.228; C -0.046; H 0.384; O -0.913; H 0.205; H 0.458; C -0.642; O -0.636; H 0.201; H 0.205

[2]
2 unconnected molecules or ions with the total composition C4H12N2O2 at a distorted geometry, computed with ωB97M-V with the def2-TZVPD basis set.

Charge ... 0
Structure (SMILES) ... CC(C)NC(N)=O.O
Energy above the lowest of the compared OMol25 structures with the same formula, charge and spin ... 98.12 kJ/mol

The geometry in XYZ format:
```
20
Properties=species:S:1:pos:R:3:forces:R:3
C -1.297608 0.029136 -0.755369 0.7 0.6 -2.2
H 1.662313 0.317010 1.960010 0.0 0.5 -0.5
O -0.787020 -1.603386 1.380293 -0.4 0.4 0.2
H -1.796884 -1.267650 -2.596778 -0.5 1.1 -0.2
N -0.057412 0.048258 -0.005112 0.1 -0.4 1.1
C -1.476511 -1.270957 -1.558833 0.0 -0.9 0.1
H -0.523878 -1.798623 -1.694362 -0.1 0.0 0.7
H -2.189759 -1.910309 -1.038986 0.3 -0.3 0.0
N 0.886246 -0.291226 2.109120 0.8 0.2 0.5
H 3.101043 2.565484 0.328423 0.8 -0.3 0.1
H -2.100062 0.225108 -0.050353 -0.1 -0.5 0.1
H -1.170072 2.117015 -0.948238 0.3 0.2 -0.4
O 3.151758 1.798839 -0.249003 -0.4 -0.8 -0.6
H 3.956348 1.250700 -0.185128 -0.5 1.0 0.5
H 0.806100 0.410977 -0.363859 0.0 0.4 -0.3
C -1.285194 1.285408 -1.650196 -0.4 0.5 0.3
H -0.550538 1.344885 -2.455851 0.4 -0.3 0.4
H -2.222875 1.474274 -2.177936 -0.2 -0.4 0.3
H 0.757192 -0.531629 3.072357 -0.2 -0.6 -0.1
C -0.016596 -0.683032 1.163919 -0.4 -0.4 -0.2
```
Positions in Å, forces in eV/Å.

For each atom in turn, the natural (NBO) charge in e is: C -0.037; H 0.385; O -0.652; H 0.205; N -0.669; C -0.636; H 0.215; H 0.229; N -0.854; H 0.487; H 0.206; H 0.207; O -0.974; H 0.490; H 0.406; C -0.611; H 0.206; H 0.213; H 0.402; C 0.782

[3]
2 unconnected molecules or ions with the total composition C4H12N2O2 at a distorted geometry, computed with ωB97M-V with the def2-TZVPD basis set.

Charge ... 0
Structure (SMILES) ... CCNCC(N)=O.O
Energy above the lowest of the compared OMol25 structures with the same formula, charge and spin ... 155.58 kJ/mol

The geometry in XYZ format:
```
20
Properties=species:S:1:pos:R:3:forces:R:3
H 0.534027 1.818614 -2.790673 -0.2 -0.4 0.2
C 0.791479 -0.282518 -1.145209 0.1 0.6 0.7
H -1.697106 0.370054 -0.361203 0.1 -0.1 -0.3
O -0.335925 2.214433 -2.738328 -0.4 1.0 -0.4
H -1.017262 1.566031 -2.544056 0.5 -0.3 0.0
H 1.071696 0.829725 0.609805 0.1 -0.2 -0.1
H -0.454323 0.708508 2.988869 0.0 -0.1 -0.1
C -0.947797 0.583052 0.390332 0.1 0.5 1.0
H -0.132961 -0.716547 -1.516243 0.0 -0.7 0.3
H -0.186132 -0.952893 3.300076 -0.2 -0.3 -0.1
H 2.780842 -0.784576 -0.393658 -0.2 0.6 0.5
N 0.401842 0.705595 -0.133297 -0.7 0.4 -0.8
H 2.101023 -2.006089 -1.264608 -0.5 -0.2 0.1
C -0.948520 -0.540772 1.415277 0.9 -1.1 -0.2
N -0.446829 -0.237971 2.645531 -0.2 0.9 0.3
C 1.800019 -1.233927 -0.542279 0.6 -0.9 -1.4
H -1.238179 1.531984 0.850593 0.0 0.0 0.0
H 1.184133 0.196609 -2.047436 0.4 0.1 0.2
H 1.425451 -1.693793 0.360586 0.0 -0.1 0.2
O -1.079580 -1.704957 1.076474 -0.4 0.1 0.0
```
Positions in Å, forces in eV/Å.

For each atom in turn, the natural (NBO) charge in e is: H 0.473; C -0.210; H 0.213; O -0.941; H 0.470; H 0.366; H 0.389; C -0.302; H 0.199; H 0.405; H 0.205; N -0.617; H 0.213; C 0.647; N -0.834; C -0.632; H 0.196; H 0.158; H 0.225; O -0.622

[4]
3 unconnected molecules or ions with the total composition C4H12N2O2 at a distorted geometry, computed with ωB97M-V with the def2-TZVPD basis set.

Charge ... 0
Energy above the lowest of the compared OMol25 structures with the same formula, charge and spin ... 741.60 kJ/mol

The geometry in XYZ format:
```
20
Properties=species:S:1:pos:R:3:forces:R:3
H 0.203466 -2.494871 -0.259766 0.0 0.2 0.2
H 2.680527 -1.750432 0.356827 -0.3 -0.6 0.4
H 0.525940 -0.899967 0.635775 1.2 0.1 0.8
C -1.400172 -1.140256 -0.419102 2.8 -1.6 2.2
C 0.030995 -1.418307 -0.211015 -4.5 -1.2 -4.7
H -2.057130 -1.995874 -0.406910 -0.4 -0.1 -0.1
H 0.552960 -0.997748 -1.100803 0.2 0.4 0.9
H 0.675637 2.437322 0.793695 0.2 0.2 -0.1
N 2.586433 1.474388 0.551187 1.3 -0.4 0.7
H 0.906755 1.464156 -0.707786 -0.3 0.4 0.2
O -1.432015 1.222290 -0.137195 0.1 -0.5 0.1
H 2.799103 0.450869 0.654557 -0.2 1.3 -0.1
H 0.750445 0.672264 0.793415 -0.2 0.6 0.4
C -2.003890 0.159430 -0.248481 -2.1 1.7 -1.1
C 1.169583 1.571931 0.356209 0.1 -0.7 -0.8
O 2.014058 -1.072379 0.518169 1.6 0.3 0.6
N -3.397820 0.129026 -0.455229 1.1 -0.2 0.3
H -3.893709 -0.673368 -0.112495 -0.3 0.0 -0.1
H 3.139087 1.834610 -0.218028 -0.2 0.2 0.1
H -3.850254 1.026915 -0.383026 -0.1 -0.1 0.1
```
Positions in Å, forces in eV/Å.

For each atom in turn, the natural (NBO) charge in e is: H 0.240; H 0.461; H 0.407; C 0.045; C -0.673; H 0.192; H 0.302; H 0.185; N -0.858; H 0.159; O -0.518; H 0.402; H 0.169; C 0.540; C -0.374; O -1.003; N -0.807; H 0.386; H 0.339; H 0.406

Copy entry 3 word for word.
2 unconnected molecules or ions with the total composition C4H12N2O2 at a distorted geometry, computed with ωB97M-V with the def2-TZVPD basis set.

Charge ... 0
Structure (SMILES) ... CCNCC(N)=O.O
Energy above the lowest of the compared OMol25 structures with the same formula, charge and spin ... 155.58 kJ/mol

The geometry in XYZ format:
```
20
Properties=species:S:1:pos:R:3:forces:R:3
H 0.534027 1.818614 -2.790673 -0.2 -0.4 0.2
C 0.791479 -0.282518 -1.145209 0.1 0.6 0.7
H -1.697106 0.370054 -0.361203 0.1 -0.1 -0.3
O -0.335925 2.214433 -2.738328 -0.4 1.0 -0.4
H -1.017262 1.566031 -2.544056 0.5 -0.3 0.0
H 1.071696 0.829725 0.609805 0.1 -0.2 -0.1
H -0.454323 0.708508 2.988869 0.0 -0.1 -0.1
C -0.947797 0.583052 0.390332 0.1 0.5 1.0
H -0.132961 -0.716547 -1.516243 0.0 -0.7 0.3
H -0.186132 -0.952893 3.300076 -0.2 -0.3 -0.1
H 2.780842 -0.784576 -0.393658 -0.2 0.6 0.5
N 0.401842 0.705595 -0.133297 -0.7 0.4 -0.8
H 2.101023 -2.006089 -1.264608 -0.5 -0.2 0.1
C -0.948520 -0.540772 1.415277 0.9 -1.1 -0.2
N -0.446829 -0.237971 2.645531 -0.2 0.9 0.3
C 1.800019 -1.233927 -0.542279 0.6 -0.9 -1.4
H -1.238179 1.531984 0.850593 0.0 0.0 0.0
H 1.184133 0.196609 -2.047436 0.4 0.1 0.2
H 1.425451 -1.693793 0.360586 0.0 -0.1 0.2
O -1.079580 -1.704957 1.076474 -0.4 0.1 0.0
```
Positions in Å, forces in eV/Å.

For each atom in turn, the natural (NBO) charge in e is: H 0.473; C -0.210; H 0.213; O -0.941; H 0.470; H 0.366; H 0.389; C -0.302; H 0.199; H 0.405; H 0.205; N -0.617; H 0.213; C 0.647; N -0.834; C -0.632; H 0.196; H 0.158; H 0.225; O -0.622

What did the first record say?
2 unconnected molecules or ions with the total composition C4H12N2O2 at a distorted geometry, computed with ωB97M-V with the def2-TZVPD basis set.

Charge ... 0
Structure (SMILES) ... CC(C)NC(N)=O.O
Energy above the lowest of the compared OMol25 structures with the same formula, charge and spin ... 229.82 kJ/mol

The geometry in XYZ format:
```
20
Properties=species:S:1:pos:R:3:forces:R:3
H 1.059605 0.850843 0.710212 -1.2 0.8 1.3
H 0.953205 -1.510685 -0.161623 -2.4 0.7 -0.1
H 1.566445 1.682990 -3.465451 0.6 -0.7 0.2
H 0.461877 -2.375978 2.682034 0.3 -0.4 -0.2
H -0.108760 -1.951834 1.019144 -1.6 0.5 0.1
H -1.115199 1.814430 -1.136507 0.2 -1.0 0.1
N -0.849703 0.817184 -1.235503 3.1 -1.3 -0.1
N 0.757120 1.659469 -2.886556 -3.1 0.9 0.4
C -0.197222 -1.403089 0.079530 2.1 -0.3 -2.3
C 0.519986 0.734165 -1.855292 0.3 0.1 -1.2
H -0.763523 -1.986876 -0.749772 0.9 0.8 1.7
C -0.757190 0.087222 0.101846 -2.1 -0.6 1.9
H -0.048117 2.159707 -3.325883 1.0 -0.8 0.9
O -0.222301 -2.484304 3.342932 0.3 -2.5 -1.0
H -0.321809 2.061919 0.998769 0.0 -0.1 -0.1
H -0.282662 -1.632539 3.662708 -0.5 2.9 1.4
C -0.018107 1.017067 1.077577 1.3 -1.7 -0.3
O 1.407708 -0.076861 -1.593381 -1.6 1.5 -0.2
H -1.807918 -0.122512 0.618617 1.5 0.9 -1.8
H -0.233434 0.659681 2.116598 0.7 0.4 -0.7
```
Positions in Å, forces in eV/Å.

For each atom in turn, the natural (NBO) charge in e is: H 0.228; H 0.245; H 0.408; H 0.460; H 0.208; H 0.382; N -0.663; N -0.857; C -0.646; C 0.790; H 0.228; C -0.046; H 0.384; O -0.913; H 0.205; H 0.458; C -0.642; O -0.636; H 0.201; H 0.205

- What is the formula in the fourth record?
  C4H12N2O2